{"formula": "C3H6N2OS", "method": "wB97M-V/def2-TZVPD", "e_above_lowest_kcal_mol": 79.41, "smiles": "C=NNC(=S)OC", "fmax_ev_per_a": 3.742, "energy_ha": -700.7627, "charge": 0, "lumo_energy_ha": 0.027, "orbital_gap_ev": 9.51, "elements": ["C", "N", "N", "C", "S", "O", "C", "H", "H", "H", "H", "H", "H"], "coordinates": [[-2.78089, 0.45416, 0.10759], [-2.19849, -0.69684, -0.23572], [-0.85976, -0.99572, 0.16230], [0.18035, -0.08745, -0.04886], [0.04609, 1.52178, -0.07735], [1.34889, -0.75366, -0.10063], [2.55111, 0.00427, 0.03148], [-3.82062, 0.63185, -0.23383], [-2.28635, 1.43779, 0.36264], [-0.80045, -1.99940, -0.04921], [2.55275, 0.61831, 1.02152], [2.70698, 0.58894, -0.85492], [3.36039, -0.72403, -0.08502]]}